(1)
A cluster of 17 separate species, C21H76O17 in total. Source: the Open Molecules 2025 dataset; level of theory: wB97M-V/def2-TZVPD.

Values from the calculation:
E_HOMO: -9.654 eV
LUMO: 0.345 eV

```
! RIJCOSX wB97M-V def2-TZVPD def2/J DEFGRID3
* xyz 0 1
O 11.983 14.852 7.780
H 11.087 14.684 7.462
H 12.091 14.050 8.314
O 6.880 10.240 13.379
H 6.361 9.397 13.509
H 7.798 9.925 13.601
O 10.985 12.425 9.506
H 10.313 13.029 9.783
H 10.722 12.114 8.608
O 9.322 8.855 13.704
H 9.789 8.181 14.124
H 9.942 9.422 13.189
O 8.589 14.137 15.137
H 8.760 14.896 15.674
H 7.667 14.307 14.919
O 10.738 13.154 13.686
H 10.170 13.584 14.357
H 11.189 13.959 13.345
O 10.821 10.703 12.244
H 10.596 11.355 12.928
H 10.755 11.137 11.348
O 6.964 12.134 11.001
H 7.194 11.351 11.575
H 6.115 12.502 11.260
O 10.940 19.032 10.708
H 11.421 18.313 10.210
H 10.612 19.676 10.070
O 5.956 13.309 14.039
H 6.181 12.380 13.991
H 5.364 13.310 14.799
C 6.967 9.130 9.711
C 7.523 10.010 8.602
C 8.946 9.516 8.324
O 6.631 9.928 7.478
H 6.850 8.063 9.461
H 6.029 9.581 9.935
H 7.559 9.094 10.625
H 7.558 11.086 8.945
H 9.491 9.620 9.251
H 9.324 10.218 7.626
H 8.975 8.470 7.959
H 6.198 9.063 7.490
C 8.179 22.503 7.870
C 8.561 21.221 8.558
C 8.498 20.047 7.588
O 9.961 21.253 9.017
H 8.832 22.649 7.056
H 8.189 23.358 8.624
H 7.124 22.388 7.521
H 7.925 21.039 9.414
H 7.512 19.803 7.239
H 8.934 19.096 7.963
H 8.969 20.281 6.679
H 10.155 22.128 9.433
C 10.321 20.079 14.425
C 9.031 19.586 13.834
C 8.413 20.672 12.876
O 9.331 18.382 13.139
H 10.728 19.377 15.151
H 10.261 21.029 14.963
H 11.081 20.170 13.622
H 8.251 19.279 14.565
H 7.855 21.431 13.381
H 7.832 20.091 12.110
H 9.251 21.080 12.337
H 10.016 18.617 12.495
C 7.994 15.099 12.109
C 8.277 15.205 10.595
C 9.441 16.124 10.325
O 8.594 13.933 10.014
H 8.960 14.940 12.680
H 7.359 14.297 12.524
H 7.492 16.003 12.514
H 7.376 15.659 10.091
H 10.264 15.856 10.995
H 9.125 17.180 10.619
H 9.770 16.057 9.286
H 8.028 13.255 10.471
C 6.950 14.069 6.840
C 8.446 14.291 6.476
C 8.703 15.782 6.334
O 9.317 13.669 7.399
H 6.713 14.582 7.822
H 6.727 12.993 7.027
H 6.277 14.505 6.109
H 8.712 13.755 5.534
H 8.566 16.280 7.343
H 8.012 16.068 5.599
H 9.650 15.893 5.924
H 8.945 13.927 8.272
C 15.065 15.125 10.243
C 14.330 16.503 10.054
C 14.624 17.016 8.722
O 12.845 16.409 10.101
H 14.669 14.573 11.090
H 16.188 15.244 10.354
H 14.934 14.539 9.368
H 14.461 17.323 10.768
H 13.999 17.954 8.486
H 14.415 16.302 7.925
H 15.687 17.305 8.648
H 12.520 15.876 9.308
C 12.724 17.814 13.588
C 12.639 16.320 13.984
C 11.849 16.166 15.284
O 12.018 15.540 13.002
H 12.776 17.825 12.541
H 13.667 18.203 14.055
H 11.886 18.363 13.982
H 13.635 15.871 14.206
H 10.843 16.528 15.120
H 12.340 16.754 16.086
H 11.807 15.102 15.563
H 12.269 15.883 12.133
*
```



(2)
A structure of composition C21H8F6HgN4O2. Source: the Open Molecules 2025 dataset; level of theory: wB97M-V/def2-TZVPD.

Values from the calculation:
E_HOMO (alpha / beta): -4.891 / -5.583 eV
LUMO (alpha / beta): 2.466 / 0.179 eV

```
! RIJCOSX wB97M-V def2-TZVPD def2/J DEFGRID3
* xyz -1 2
Hg 0.124 0.261 -0.204
C 4.660 0.043 0.929
C 3.171 -0.200 1.090
O 2.552 -0.573 0.099
C 2.544 0.006 2.404
C 3.368 0.413 3.476
C 2.899 0.592 4.751
C 1.542 0.346 4.998
C 0.706 -0.044 3.986
C 1.157 -0.210 2.649
O 0.254 -0.567 1.776
H 4.918 -0.166 -0.106
H 5.241 -0.602 1.589
H 4.917 1.075 1.167
H 4.416 0.591 3.285
H 3.559 0.908 5.546
H 1.143 0.472 5.998
H -0.342 -0.239 4.168
F -1.535 1.930 1.778
C -1.881 1.808 3.069
C -1.435 2.768 3.923
F -0.673 3.741 3.417
C -1.740 2.786 5.311
C -2.543 1.683 5.715
C -2.986 0.724 4.858
F -3.713 -0.278 5.370
C -2.692 0.714 3.470
C -3.132 -0.296 2.597
C -2.684 -0.389 1.258
N -2.288 -0.460 0.175
C -3.981 -1.375 2.979
N -4.680 -2.263 3.206
F -2.872 1.560 7.006
C -1.307 3.794 6.186
C -1.655 3.840 7.568
N -1.918 3.951 8.684
C -0.486 4.889 5.785
N 0.167 5.806 5.541
F 1.246 2.636 -1.275
C 0.292 1.734 -1.684
F -0.873 2.439 -1.821
H 0.581 1.393 -2.680
*
```



Number 1: F_max 3.3 eV/A. Number 2: F_max 1.0 eV/A.